Entry 1:
Below is a molecular structure, C12H36O18PV, with properties calculated with wB97M-V/def2-TZVPD.

Last column: Mulliken charge in e.
Cartesian coordinates (Å):
O 19.09 17.78 -1.53  -0.56
V 17.49 17.42 -1.46  1.05
O 17.31 16.30 -0.34  -0.79
P 15.46 19.20 -1.14  0.52
O 16.99 19.29 -0.83  -0.61
O 15.38 17.73 -1.71  -0.32
O 14.99 20.19 -2.22  -0.92
O 14.51 19.42 0.02  -0.87
C 17.41 15.81 -4.25  -0.47
C 18.07 17.14 -4.55  -0.68
O 17.48 18.16 -3.77  -0.21
O 17.56 15.49 -2.86  0.34
H 17.84 15.01 -4.86  0.41
H 16.34 15.83 -4.47  0.36
H 17.92 17.30 -5.63  0.48
H 19.16 17.15 -4.42  0.03
H 16.81 18.59 -4.31  0.20
H 17.33 14.57 -2.73  -0.13
C 20.06 16.75 2.52  -0.64
C 19.24 15.60 2.02  0.46
O 19.63 14.34 2.58  -0.58
O 19.69 17.10 3.86  -0.52
H 19.90 17.62 1.88  0.26
H 21.14 16.55 2.42  0.37
H 19.42 15.50 0.94  -0.29
H 18.16 15.77 2.10  0.33
H 19.54 14.39 3.54  0.29
H 20.50 17.43 4.27  0.30
C 18.94 12.55 -0.39  -0.25
C 17.57 13.13 -0.58  0.62
O 17.08 12.92 -1.93  -0.62
O 19.44 12.82 0.91  -0.58
H 19.66 12.99 -1.10  0.09
H 18.98 11.48 -0.57  0.27
H 17.50 14.21 -0.39  -0.46
H 16.81 12.76 0.12  0.37
H 16.65 12.06 -1.93  0.28
H 19.28 13.70 1.28  0.42
C 20.11 20.84 -2.43  0.37
C 20.92 22.09 -2.58  -0.56
O 20.11 23.21 -2.99  -0.52
O 19.36 20.90 -1.24  -0.54
H 20.74 19.95 -2.35  -0.09
H 19.44 20.73 -3.29  0.15
H 21.66 22.00 -3.39  0.28
H 21.46 22.37 -1.67  0.34
H 20.59 24.03 -2.90  0.27
H 18.56 20.35 -1.30  0.38
C 14.07 14.85 -1.33  -0.04
C 13.03 15.43 -2.30  -0.50
O 13.62 16.44 -3.13  -0.59
O 14.31 15.72 -0.24  -0.61
H 14.99 14.63 -1.88  -0.07
H 13.64 13.92 -0.93  0.38
H 12.21 15.90 -1.76  0.25
H 12.76 14.63 -3.01  0.34
H 14.24 16.97 -2.55  0.47
H 14.74 16.50 -0.70  0.50
C 21.42 15.57 -2.99  0.25
C 22.53 16.39 -3.62  -0.82
O 22.47 17.78 -3.29  -0.46
O 21.55 15.45 -1.57  -0.50
H 21.48 14.57 -3.43  0.42
H 20.42 15.95 -3.20  -0.28
H 22.50 16.30 -4.70  0.36
H 23.50 16.00 -3.30  0.36
H 22.71 17.86 -2.37  0.28
H 21.67 16.35 -1.24  0.26

DFT total energy: -3118.59880 Ha
Charge: -2
Energy above the lowest of the compared OMol25 structures with the same formula, charge and spin: 0.000 eV
Kohn-Sham gap: 4.4961 eV
Max |F|: 6.501 eV/Å



Entry 2:
Below is a molecular structure, C6H14Br2NOP, with properties calculated with wB97M-V/def2-TZVPD.

Last column: Mulliken charge in e.
Cartesian coordinates (Å):
C -0.11 -2.15 0.58  -1.06
C -1.84 -1.30 -1.23  -1.29
C 0.29 2.54 0.40  -1.55
C 1.15 0.61 1.84  -1.53
C -1.09 -0.94 0.13  0.09
C -0.02 1.11 0.92  0.55
N -0.54 0.35 -0.04  -0.20
O 2.36 0.51 -1.31  -0.48
P 1.01 0.19 -1.78  0.76
Br 0.42 1.62 -3.39  -0.18
Br 1.34 -1.73 -3.09  -0.27
H -0.48 -3.06 0.66  0.54
H 0.62 -2.25 -0.21  0.20
H 0.32 -1.85 1.58  0.22
H -1.12 -1.67 -1.93  0.24
H -2.09 -0.45 -1.76  0.49
H -2.61 -2.10 -1.15  0.34
H 1.36 2.71 0.20  0.33
H -0.22 2.74 -0.49  0.41
H 0.01 3.25 1.20  0.43
H 0.61 -0.05 2.59  0.28
H 1.56 1.47 2.33  0.47
H 1.79 0.06 1.29  0.40
H -1.89 -0.85 0.96  0.37
H -0.83 1.23 1.69  0.44

DFT total energy: -5856.33355 Ha
Charge: 0
Energy above the lowest of the compared OMol25 structures with the same formula, charge and spin: 0.843 eV
Kohn-Sham gap (spin up / spin down): 6.8750 / 6.8768 eV
Max |F|: 5.756 eV/Å



Entry 3:
Below is a molecular structure, C20H72Co2N10O21, with properties calculated with wB97M-V/def2-TZVPD.

Last column: Mulliken charge in e.
Cartesian coordinates (Å):
Co 3.74 21.71 8.59  0.64
Co 3.67 19.12 6.54  1.62
O 1.87 17.94 6.37  0.20
C 0.97 18.17 7.41  -0.74
C 1.21 19.31 8.47  -1.27
O 2.18 20.28 8.11  -0.18
H 1.03 17.25 7.99  0.32
H -0.02 18.24 6.94  0.38
H 1.53 18.96 9.45  0.42
H 0.30 19.88 8.66  0.39
O 5.27 18.42 5.34  0.01
C 6.37 19.24 5.46  -0.24
C 6.26 20.50 6.55  -0.51
O 5.07 20.66 7.30  -0.57
H 6.64 19.60 4.47  0.40
H 7.24 18.62 5.66  -0.27
H 6.57 21.38 5.99  0.09
H 7.12 20.41 7.22  0.11
C 8.20 20.00 15.45  -0.75
O 7.48 19.97 14.22  -0.28
C 7.76 18.89 13.37  -0.61
C 8.90 19.13 12.35  -0.40
N 8.42 20.15 11.32  -0.53
C 7.45 19.66 10.35  -0.29
C 7.93 18.24 9.55  0.29
O 9.05 18.63 8.85  -0.39
C 9.65 17.55 8.11  -0.69
H 8.00 19.11 16.05  0.33
H 7.81 20.86 16.01  0.25
H 9.28 19.97 15.36  0.28
H 6.76 18.67 12.99  0.29
H 7.94 17.94 13.88  0.37
H 9.27 18.32 11.72  0.40
H 9.71 19.58 12.92  0.32
H 9.13 20.28 10.61  0.35
H 7.23 20.51 9.71  0.21
H 6.57 19.48 10.97  -0.14
H 7.08 17.93 8.94  -0.33
H 8.07 17.35 10.16  0.61
H 10.32 18.14 7.48  0.34
H 8.96 16.99 7.48  0.08
H 10.18 16.80 8.69  0.35
C 2.28 17.86 1.97  -0.66
O 3.30 17.03 1.35  -0.15
C 3.02 16.41 0.12  -0.62
C 4.37 15.92 -0.48  -0.57
N 4.30 15.12 -1.75  -0.39
C 3.39 15.81 -2.72  -0.65
C 3.14 15.00 -4.04  -0.61
O 4.22 14.71 -4.87  -0.31
C 3.90 13.82 -5.86  -0.83
H 2.51 18.91 1.83  0.58
H 2.41 17.66 3.03  -0.13
H 1.29 17.76 1.54  0.39
H 2.57 17.17 -0.53  0.39
H 2.42 15.51 0.15  0.28
H 4.81 15.23 0.24  0.26
H 5.02 16.79 -0.62  0.31
H 5.20 15.17 -2.19  0.26
H 3.55 16.86 -2.96  0.43
H 2.36 16.01 -2.41  0.41
H 2.42 15.62 -4.57  0.35
H 2.61 14.13 -3.65  0.31
H 4.53 14.07 -6.71  0.32
H 2.98 14.05 -6.40  0.33
H 3.95 12.75 -5.66  0.30
C 2.08 20.88 4.44  -0.03
O 2.97 20.58 5.23  0.24
N 2.00 21.96 3.78  -0.25
N 1.08 20.10 4.28  -0.19
H 1.10 22.22 3.41  0.16
H 2.72 22.62 4.02  0.33
H 1.08 19.35 4.96  -0.21
H 0.25 20.56 3.95  0.19
C 2.55 13.45 9.99  0.63
O 2.69 12.82 10.99  -0.70
N 1.53 13.29 9.24  -0.28
N 3.35 14.31 9.44  -0.08
H 0.87 12.53 9.24  0.19
H 1.45 13.99 8.51  0.15
H 4.23 14.49 9.89  0.04
H 3.11 14.72 8.55  0.18
C 8.12 15.12 5.19  0.68
O 8.50 13.99 5.45  -0.72
N 6.88 15.55 5.12  -0.07
N 9.08 16.01 5.03  -0.51
H 6.57 16.49 4.92  -0.13
H 6.16 14.95 5.49  0.09
H 8.74 16.96 5.11  0.32
H 9.97 15.68 5.37  0.24
C 0.32 15.49 3.58  0.43
O -0.11 15.22 2.42  -0.74
N 0.30 16.75 4.04  -0.28
N 0.82 14.71 4.49  -0.12
H 0.65 17.12 4.91  0.04
H -0.14 17.48 3.49  0.20
H 0.79 15.00 5.46  0.11
H 0.81 13.71 4.36  0.22
O 4.33 15.83 4.04  -0.69
H 3.39 15.95 3.92  0.05
H 4.64 16.67 4.36  0.41
O 2.96 22.83 6.96  -0.53
H 2.15 22.48 6.60  0.31
H 3.31 23.40 6.27  0.26
O 4.22 20.95 10.55  -0.42
H 4.26 20.03 10.79  0.27
H 4.24 21.41 11.39  0.24
O 4.44 20.77 2.10  -0.67
H 4.99 20.90 2.87  0.26
H 4.69 19.91 1.77  0.36
O 2.50 15.29 6.72  -0.75
H 3.19 15.41 6.07  0.18
H 2.10 16.16 6.81  0.14
O 4.40 17.98 8.46  -0.38
H 4.97 17.25 8.24  -0.16
H 3.89 17.68 9.21  0.22
O 6.23 22.74 3.76  -0.62
H 7.04 23.18 4.01  0.34
H 5.85 22.46 4.59  0.24
O 6.06 15.81 8.28  -0.44
H 6.66 15.93 7.55  0.10
H 6.38 15.03 8.73  0.23
O 2.09 22.56 9.67  -0.53
H 1.55 21.78 9.54  0.30
H 1.46 23.26 9.83  0.29

DFT total energy: -5698.21570 Ha
Multiplicity: 7
Expectation value of S²: 12.01
Charge: 0
Kohn-Sham gap (spin up / spin down): 7.0437 / 6.8354 eV
Max |F|: 7.019 eV/Å